Below is a structure of composition C31H48GdO3P2 at a distorted geometry, with properties calculated with wB97M-V/def2-TZVPD.

The value obtained for the total energy is -78469.0533 eV. The multiplicity is 8. As for the total charge: +1. As for the relative energy (zero: lowest compared OMol25 entry of this formula, charge and spin): 396.80 kJ/mol. Its expectation value of S² is 15.796. The HOMO-LUMO gap (alpha / beta) comes out at 5.44 / 2.74 eV.

Cartesian coordinates (Å):
1 Gd 1.0985 -2.4219 -0.2556
2 C 1.0784 -4.1935 1.4497
3 C -0.1565 -3.4490 1.5017
4 C -0.0019 -4.4953 -0.5815
5 C 1.1784 -4.8100 0.1642
6 C -0.8591 -3.6840 0.2563
7 C 2.0539 -4.4792 2.5365
8 H 1.9430 -3.8229 3.4047
9 H 3.0750 -4.3468 2.1564
10 H 1.9948 -5.5277 2.8803
11 C 2.3485 -5.6193 -0.3013
12 H 3.0066 -5.8871 0.5332
13 H 2.9563 -5.0559 -1.0319
14 H 2.0186 -6.5577 -0.7662
15 C -0.1688 -4.7575 -2.0337
16 H 0.2967 -5.7160 -2.3008
17 H 0.2989 -3.9584 -2.6463
18 H -1.2307 -4.8147 -2.2931
19 C -2.1355 -3.0509 -0.1977
20 H -3.0132 -3.7054 -0.0802
21 H -2.0849 -2.7964 -1.2682
22 H -2.3492 -2.1237 0.3525
23 C -0.6113 -2.6528 2.6830
24 H -1.2252 -3.2596 3.3739
25 H -1.1954 -1.7678 2.3960
26 H 0.2634 -2.3043 3.2495
27 C 1.3103 2.1035 1.5494
28 C 1.0846 1.5685 2.7519
29 C -0.2177 1.2737 3.4211
30 C -1.4920 1.8190 2.7446
31 C -2.0307 1.0193 1.5812
32 C -1.7224 1.1472 0.2833
33 C -0.4894 1.7422 -0.3017
34 C 0.3567 2.7112 0.5629
35 H -0.1725 1.7097 4.4313
36 H -1.3644 2.8821 2.4895
37 H -0.3230 0.1868 3.5872
38 H -0.2732 3.4595 1.0582
39 H 2.3432 2.0734 1.1733
40 H 1.9553 1.2535 3.3353
41 H 0.9866 3.2760 -0.1457
42 H 0.1785 0.9484 -0.6860
43 H -2.4224 0.7019 -0.4451
44 H -0.8186 2.2830 -1.2063
45 H -2.2847 1.8131 3.5181
46 H -2.9668 0.4840 1.8195
47 P -2.5104 4.0363 -1.8925
48 P -4.6255 3.2172 -3.7791
49 C -3.5443 5.4779 -2.5338
50 C -4.2733 5.0693 -3.8124
51 H -2.8698 6.3267 -2.7172
52 H -4.2553 5.7674 -1.7425
53 H -5.2209 5.6157 -3.9328
54 H -3.6534 5.2556 -4.7039
55 C -5.4132 3.1853 -5.4505
56 H -5.8560 2.1921 -5.6056
57 H -4.6347 3.3562 -6.2074
58 H -6.1935 3.9564 -5.5443
59 C -6.1840 3.3377 -2.7911
60 H -6.8051 4.1852 -3.1119
61 H -5.9420 3.4373 -1.7265
62 H -6.7412 2.4044 -2.9404
63 C -0.8611 4.6926 -2.3901
64 H -0.0616 4.1126 -1.9141
65 H -0.7762 5.7514 -2.1120
66 H -0.7701 4.5867 -3.4795
67 C -2.5756 4.5285 -0.1176
68 H -3.6304 4.6092 0.1812
69 H -2.0633 5.4895 0.0407
70 H -2.1087 3.7347 0.4781
71 O 4.9734 -4.2730 1.3910
72 C 5.7671 -3.1727 1.5817
73 C 7.0271 -3.3712 2.1769
74 C 7.8906 -2.2930 2.3305
75 C 7.5178 -1.0282 1.8667
76 C 6.2601 -0.8353 1.2881
77 C 5.3464 -1.8931 1.1484
78 C 3.9641 -1.6162 0.6232
79 O 3.4683 -0.4636 0.6262
80 O 3.3292 -2.6470 0.1362
81 H 5.4507 -5.0626 1.7102
82 H 7.3166 -4.3771 2.5002
83 H 8.8627 -2.4581 2.7963
84 H 8.2110 -0.1916 1.9793
85 H 5.9679 0.1581 0.9469


Below is a structure of composition C16H31CrNP2Se at a distorted geometry, with properties calculated with wB97M-V/def2-TZVPD.

The value obtained for the total energy is -130922.9239 eV. The multiplicity is 5. As for the total charge: 0. As for the relative energy (zero: lowest compared OMol25 entry of this formula, charge and spin): 411.42 kJ/mol. Its expectation value of S² is 6.062. The HOMO-LUMO gap (alpha / beta) comes out at 6.09 / 6.40 eV.

Cartesian coordinates (Å):
1 P -0.2149 -1.7181 -1.5509
2 P -0.0280 1.8112 -1.8131
3 C -0.5185 -0.6420 -3.0376
4 C 0.3145 0.6446 -3.1658
5 H -1.5918 -0.4075 -3.0404
6 H -0.3311 -1.2920 -3.9201
7 H 1.3831 0.4193 -3.1734
8 H 0.0897 1.1743 -4.0945
9 C -1.5883 2.6485 -2.1949
10 H -1.8369 3.3202 -1.3491
11 H -2.4216 1.9442 -2.3437
12 H -1.4704 3.2692 -3.1001
13 C 1.2346 3.0824 -1.7792
14 H 1.0390 3.8299 -2.5784
15 H 2.2401 2.6744 -1.9330
16 H 1.2029 3.6060 -0.8144
17 C -1.2648 -3.1560 -1.8592
18 H -1.2228 -3.8238 -0.9838
19 H -0.8429 -3.6853 -2.7328
20 H -2.2956 -2.8398 -2.0657
21 C 1.4106 -2.4700 -1.9344
22 H 2.2206 -1.7514 -2.1041
23 H 1.2794 -3.0740 -2.8410
24 H 1.6963 -3.1602 -1.1325
25 Cr -0.2492 -1.1897 2.7950
26 C 0.7709 2.0358 1.8904
27 C -0.5905 1.8766 1.8779
28 C -1.4280 1.0846 0.8723
29 C -1.7504 -0.4437 0.8370
30 C -0.5989 -1.4527 0.1944
31 C 0.7773 -1.1493 0.6977
32 C 1.3934 0.1283 0.2130
33 C 1.7802 1.0342 1.4089
34 C 0.8591 -2.3156 4.1013
35 H 1.1340 2.8773 2.5291
36 H -1.1643 2.1728 2.7868
37 H -0.8546 1.3283 -0.0883
38 H -2.3581 1.6678 0.7474
39 H -2.2945 -0.7302 1.8050
40 H -2.4939 -0.5756 0.0435
41 H -0.9382 -2.5121 0.3950
42 H 1.5080 -1.9721 0.5744
43 H 0.6637 0.6483 -0.4765
44 H 2.2808 -0.0344 -0.4447
45 H 2.0244 0.3782 2.2562
46 H 2.6603 1.5938 1.1377
47 H 1.6048 -1.6955 4.6476
48 H 1.3642 -3.2035 3.6659
49 H 0.0716 -2.6353 4.8093
50 Se -1.1647 1.9695 6.5277
51 C -0.8430 0.7569 5.2973
52 N -0.6474 -0.0466 4.4411


Below is an isolated molecule of C4H6N2O at a distorted geometry, with properties calculated with wB97M-V/def2-TZVPD.

The value obtained for the total energy is -9272.2819 eV. As for the total charge: 0. As for the relative energy (zero: lowest compared OMol25 entry of this formula, charge and spin): 117.71 kJ/mol. The SMILES is Cn1cncc1O. The HOMO-LUMO gap comes out at 8.81 eV.

Cartesian coordinates (Å):
1 C 1.1381 1.0539 0.8604
2 N -0.0233 0.4599 0.1298
3 C -1.3589 0.7245 0.1888
4 N -2.1271 -0.2201 -0.3613
5 C -1.2204 -1.1673 -0.7749
6 C 0.0412 -0.7809 -0.4495
7 O 1.3012 -1.2560 -0.7238
8 H 1.5587 0.3276 1.5027
9 H 0.8713 2.0166 1.3966
10 H 1.9497 1.3280 0.1637
11 H -1.7170 1.6644 0.6309
12 H -1.5406 -2.0613 -1.3386
13 H 1.1271 -2.0894 -1.2249